Version i
Formula: C5H7N2
Source: the Open Molecules 2025 dataset
Level of theory: wB97M-V/def2-TZVPD

Geometry as ORCA input:
```
! wB97M-V def2-TZVPD RIJCOSX def2/J DEFGRID3
* xyz 1 1
N 4.173 -0.327 0.096
C 3.069 0.378 -0.254
H -0.426 0.700 -1.746
H 2.804 -0.928 1.744
H 1.212 0.581 0.943
N 2.088 0.922 -0.905
H -2.171 -0.602 -0.103
H -0.070 -0.681 -1.085
C -1.473 0.162 0.300
C 3.060 -0.554 0.804
C 1.041 0.666 -0.116
H -1.983 1.130 0.519
C -0.269 0.299 -0.630
H -0.966 -0.384 1.114
*
```

## Properties
Structure (SMILES) ... CCC=[N+]=c1cn1
Orbital gap ... 9.685 eV
LUMO energy ... -6.2 eV

natural (NBO) atomic charge list, values in e, 4 entries: number 1, N, carries -0.13; number 2, C, carries 0.46; number 3, H, carries 0.31; number 4, H, carries 0.27


Version ii
Formula: C5H7N2
Source: the Open Molecules 2025 dataset
Level of theory: wB97M-V/def2-TZVPD

Geometry as ORCA input:
```
! wB97M-V def2-TZVPD RIJCOSX def2/J DEFGRID3
* xyz 1 1
C -3.356 0.557 0.003
C 1.275 1.099 -0.166
N -2.061 0.224 -0.002
N 0.800 2.214 0.193
C 0.448 -0.138 0.005
H 0.990 -2.115 -0.510
H 2.239 0.818 -0.546
C -0.830 -0.003 -0.069
H 1.373 3.023 -0.006
H -3.608 1.526 0.221
H -4.062 -0.228 -0.095
H 1.445 -1.735 1.089
H 2.421 -0.997 -0.197
C 1.345 -1.260 0.072
*
```

## Properties
Structure (SMILES) ... [H]/N=C/C(C)=C=[N+]=C
Orbital gap ... 8.339 eV
LUMO energy ... -6.2 eV

natural (NBO) atomic charge list, values in e, 4 entries: number 1, C, carries 0.09; number 2, C, carries 0.11; number 3, N, carries -0.28; number 4, N, carries -0.53


Most stable: version ii


Version i
Formula: C2H4OS
Source: the Open Molecules 2025 dataset
Level of theory: wB97M-V/def2-TZVPD

Geometry as ORCA input:
```
! wB97M-V def2-TZVPD RIJCOSX def2/J DEFGRID3
* xyz 0 1
O 2.519 -0.051 -0.675
H -0.525 -0.435 0.369
H 0.666 -0.012 1.572
C 1.539 -0.486 -0.074
S 0.057 1.949 0.012
H 1.140 2.109 -0.695
H 1.541 -1.462 0.266
C 0.357 0.281 0.524
*
```

## Properties
Structure (SMILES) ... O=CCS
Orbital gap ... 10.317 eV
LUMO energy ... 0.8 eV

natural (NBO) atomic charge list, values in e, 4 entries: number 1, O, carries -0.53; number 2, H, carries 0.24; number 3, H, carries 0.24; number 4, C, carries 0.44


Version ii
Formula: C2H4OS
Source: the Open Molecules 2025 dataset
Level of theory: wB97M-V/def2-TZVPD

Geometry as ORCA input:
```
! wB97M-V def2-TZVPD RIJCOSX def2/J DEFGRID3
* xyz 0 1
H -0.512 -1.233 -0.993
O -1.622 -2.083 0.481
H 0.356 1.977 -0.325
H 1.667 0.989 0.571
S -0.449 0.140 1.049
C 0.731 1.030 0.035
H 0.762 0.424 -0.862
C -0.932 -1.243 0.045
*
```

## Properties
Structure (SMILES) ... CSC=O
Orbital gap ... 10.484 eV
LUMO energy ... 0.9 eV

natural (NBO) atomic charge list, values in e, 4 entries: number 1, H, carries 0.12; number 2, O, carries -0.51; number 3, H, carries 0.23; number 4, H, carries 0.24


Most stable: version ii


Version i
Formula: C2H4OS
Source: the Open Molecules 2025 dataset
Level of theory: wB97M-V/def2-TZVPD

Geometry as ORCA input:
```
! wB97M-V def2-TZVPD RIJCOSX def2/J DEFGRID3
* xyz 0 1
H -1.889 -1.416 0.766
H 0.168 -1.096 -0.800
O 0.581 0.823 -0.023
H 1.891 1.450 -1.766
S 2.167 0.867 -0.583
C -1.291 -0.548 0.920
H -1.528 0.244 1.589
C -0.100 -0.324 -0.103
*
```

## Properties
Structure (SMILES) ... C=COS
Orbital gap ... 8.731 eV
LUMO energy ... 0.4 eV

natural (NBO) atomic charge list, values in e, 4 entries: number 1, H, carries 0.20; number 2, H, carries 0.18; number 3, O, carries -0.64; number 4, H, carries 0.10


Version ii
Formula: C2H4OS
Source: the Open Molecules 2025 dataset
Level of theory: wB97M-V/def2-TZVPD

Geometry as ORCA input:
```
! wB97M-V def2-TZVPD RIJCOSX def2/J DEFGRID3
* xyz 0 1
O 0.485 0.478 -0.714
S -1.334 -0.099 1.022
C -0.007 -0.340 0.126
H 0.668 -1.217 0.132
H 2.261 -0.781 -0.835
H 1.637 0.104 -2.311
H 2.267 1.028 -0.902
C 1.779 0.113 -1.247
*
```

## Properties
Structure (SMILES) ... COC=S
Orbital gap ... 9.483 eV
LUMO energy ... 0.7 eV

natural (NBO) atomic charge list, values in e, 4 entries: number 1, O, carries -0.46; number 2, S, carries -0.09; number 3, C, carries 0.07; number 4, H, carries 0.14


Version iii
Formula: C2H4OS
Source: the Open Molecules 2025 dataset
Level of theory: wB97M-V/def2-TZVPD

Geometry as ORCA input:
```
! wB97M-V def2-TZVPD RIJCOSX def2/J DEFGRID3
* xyz 0 1
C 0.891 0.558 0.285
S -2.526 0.460 0.497
C 1.101 -0.566 -0.293
H 0.334 -0.889 -0.967
H 1.765 -1.264 -0.137
O -3.274 -0.375 -0.423
H 0.058 1.225 0.129
H 1.651 0.851 0.907
*
```

## Properties
Structure (SMILES) ... C=C.O=S
Orbital gap (spin up / spin down) ... 7.833 / 7.671 eV
LUMO energy (spin up / spin down) ... -1.4 / -1.5 eV

natural (NBO) atomic charge list, values in e, 4 entries: number 1, C, carries -0.38; number 2, S, carries 0.70; number 3, C, carries -0.36; number 4, H, carries 0.17


Most stable: version ii